(1)
Here is one molecule with the formula C4H5NO from the OMol25 dataset. Energies are from ωB97M-V/def2-TZVPD.

Geometry (Å):
H: 2.409 0.542 0.350
N: 1.975 -0.360 0.531
C: 1.000 -0.450 -0.255
C: 0.339 0.804 -0.662
C: -0.894 0.658 -0.201
C: -1.074 -0.767 0.291
O: 0.083 -1.462 -0.190
H: 0.873 1.687 -1.000
H: -1.660 1.413 -0.164
H: -1.973 -1.242 -0.094
H: -1.078 -0.823 1.394

Atoms 1-3, force components in eV/Å:
H 0.255 -0.040 0.219
N 1.485 -1.200 -0.426
C -0.202 1.063 1.345

2S+1: 1
E_tot (eV): -7764.736

***

(2)
Here is one molecule with the formula C4H5NO2 from the OMol25 dataset. Energies are from ωB97M-V/def2-TZVPD.

Geometry (Å):
C: -2.169 -0.383 0.029
O: -1.088 0.647 -0.099
C: 0.170 0.221 -0.067
C: 1.281 1.095 0.007
C: 2.254 0.150 -0.028
O: 1.785 -1.106 -0.016
N: 0.373 -1.058 -0.047
H: -3.097 0.179 -0.435
H: -1.911 -1.320 -0.568
H: -2.314 -0.755 1.110
H: 1.431 2.164 0.207
H: 3.285 0.166 -0.094

Atoms 1-3, force components in eV/Å:
C -0.384 0.254 -0.713
O -1.894 -0.482 0.330
C -2.716 0.312 0.601

2S+1: 1
E_tot (eV): -9811.428

***

(3)
Here is one molecule with the formula C4H5NO2 from the OMol25 dataset. Energies are from ωB97M-V/def2-TZVPD.

Geometry (Å):
N: 2.802 -0.748 -0.096
C: 1.709 -0.163 -0.039
C: 0.228 0.375 0.059
O: 0.286 1.702 0.085
C: -0.503 -0.576 0.985
O: -1.534 -0.907 -0.138
C: -0.543 -0.223 -1.037
H: -0.540 2.145 0.146
H: 0.262 -1.379 1.149
H: -1.073 -0.064 1.893
H: -0.996 0.772 -1.280
H: -0.098 -0.934 -1.728

Atoms 1-3, force components in eV/Å:
N -7.686 4.154 0.344
C 6.292 -3.064 -0.036
C 4.401 -3.420 0.241

2S+1: 1
E_tot (eV): -9809.999

***

(4)
Here is C4H5NO2 as an isolated structure from the OMol25 dataset. Energies are from ωB97M-V/def2-TZVPD.

Geometry (Å):
C: -0.742 1.174 0.429
C: 0.602 1.365 0.050
C: -1.086 -0.113 0.098
C: 1.053 0.191 -0.502
N: 0.022 -0.661 -0.418
O: -0.463 -3.119 -0.240
O: 0.003 -2.234 -1.146
H: -1.390 1.889 0.897
H: 1.181 2.258 0.178
H: -2.000 -0.660 0.203
H: 2.003 -0.083 -0.909
H: 0.311 -3.492 0.218

Atoms 1-3, force components in eV/Å:
C -0.139 0.022 0.057
C 0.085 0.158 -0.028
C -0.638 0.003 0.209

2S+1: 1
E_tot (eV): -9808.257

***

(5)
Here is one molecule with the formula C4H5NO2 from the OMol25 dataset. Energies are from ωB97M-V/def2-TZVPD.

Geometry (Å):
C: -0.495 -1.055 -0.807
C: 0.472 -0.273 0.173
C: 0.980 1.016 -0.424
N: 0.438 2.030 0.129
O: -0.668 1.626 0.949
C: -0.518 0.205 1.299
O: -1.193 -0.380 2.076
H: -0.601 -0.392 -1.663
H: -0.115 -2.045 -0.953
H: -1.504 -1.074 -0.355
H: 1.317 -0.761 0.552
H: 1.889 1.101 -0.977

Atoms 1-3, force components in eV/Å:
C 0.005 1.272 1.244
C -2.285 0.959 -0.281
C -1.016 -0.534 2.496

2S+1: 1
E_tot (eV): -9811.886

***

(6)
Here is one molecule with the formula C4H5NO2 from the OMol25 dataset. Energies are from ωB97M-V/def2-TZVPD.

Geometry (Å):
O: 2.819 -0.315 -0.328
C: 1.636 -0.229 -0.543
C: 0.681 0.337 0.463
C: -0.443 1.202 -0.083
N: -0.686 -0.063 0.493
C: -1.475 -1.162 0.279
O: -2.584 -1.122 -0.197
H: 1.199 -0.528 -1.521
H: 1.138 0.582 1.419
H: -0.522 1.311 -1.166
H: -0.751 2.066 0.500
H: -1.013 -2.080 0.685

Atoms 1-3, force components in eV/Å:
O -0.515 -0.011 -0.132
C 0.307 0.019 0.085
C 0.259 -0.080 0.143

2S+1: 1
E_tot (eV): -9812.307

***

Sequential HOMO-LUMO gap output: 10.48 10.67 11.08 8.35 11.15 10.66 eV
Sequential energy relative to the best compared isomer or geometry (same formula, charge and spin) output: 41.3 66.6 99.5 139.7 56.0 46.3 kcal/mol